192
Properties=species:S:1:pos:R:3:forces:R:3:mulliken_charge:R:1 method="wB97M-V/def2-TZVPD" e_above_lowest_kj_mol=0.0 spin_multiplicity=1 homo_ev=-9.73 orbital_gap_ev=9.6
O -0.428550 -3.215844 0.623405 0.244 -1.017 0.008 -0.27
S 0.885755 -2.655790 0.608551 -0.468 2.122 0.907 0.59
O 2.071823 -3.357413 0.251089 0.091 -0.437 -0.613 0.14
O 0.783087 -1.359630 -0.332437 0.272 -0.759 -0.139 -0.28
C -0.519416 -0.747170 -0.418515 -0.925 0.504 -0.609 -0.48
C -0.302865 0.663360 -0.923231 0.587 -0.547 -0.813 0.39
C 1.187509 -1.780610 2.125190 -0.552 -0.211 -0.389 0.08
H -1.078763 -0.796656 0.517527 0.405 0.109 0.211 0.56
H -1.151544 -1.275803 -1.137319 0.265 -0.292 0.055 -0.21
H -1.222925 1.233707 -0.900763 -0.027 0.308 0.467 -0.07
H -0.042157 0.610239 -1.988391 0.020 -0.110 0.055 -0.03
H 0.572469 1.101269 -0.441680 -0.435 0.415 0.374 -0.54
H 1.980117 -1.067963 1.919167 0.194 -0.132 0.172 -0.53
H 1.412680 -2.467444 2.935181 0.060 0.008 0.027 0.31
H 0.259769 -1.235559 2.291114 0.058 0.006 0.354 0.06
O 4.691589 -2.889583 -3.314826 -0.420 0.001 -0.165 -0.63
S 5.384776 -3.101758 -2.085407 -0.257 -0.437 0.234 1.23
O 6.800267 -3.178605 -2.094430 0.677 0.062 0.214 -0.68
O 4.973744 -1.967611 -1.048738 0.273 0.300 -0.078 -0.30
C 3.899166 -1.084623 -1.415800 -0.864 1.038 -0.508 -0.13
C 3.730502 -0.028872 -0.334881 -0.366 -1.705 0.983 1.67
C 4.754258 -4.538780 -1.253912 -0.059 0.401 -0.516 -0.56
H 2.986840 -1.670970 -1.516712 -0.002 0.024 0.014 -0.32
H 4.073655 -0.581144 -2.368439 0.405 -0.383 -0.090 0.66
H 2.842250 0.588515 -0.449743 0.302 0.336 -0.635 -0.53
H 4.649465 0.505265 -0.116669 -0.097 0.286 -0.133 0.68
H 3.437174 -0.630780 0.537537 0.457 0.309 0.303 -1.57
H 5.328519 -4.670652 -0.343487 -0.073 -0.050 0.094 0.31
H 4.892768 -5.372713 -1.937682 0.073 -0.063 0.044 0.51
H 3.697346 -4.368149 -1.070449 -0.018 -0.087 0.181 -0.21
O -0.617342 -0.013205 -7.057357 0.471 -0.217 -0.354 -0.73
S -1.313780 0.438203 -5.913873 -0.277 1.017 1.053 1.22
O -1.360976 -0.296880 -4.684975 -0.026 -0.659 -0.275 -0.26
O -0.701914 1.853200 -5.506584 -0.313 -0.069 -0.451 -0.54
C -1.286136 2.461242 -4.323365 0.039 0.255 0.735 1.72
C -1.593735 3.904001 -4.620696 -0.392 -0.081 -1.354 -1.48
C -2.963494 0.869808 -6.414192 0.265 -0.049 0.312 -0.88
H -0.550920 2.385597 -3.520363 0.048 -0.087 -0.109 -0.86
H -2.159947 1.908188 -3.979088 0.022 -0.026 -0.106 0.03
H -0.730202 4.347476 -5.116162 0.120 0.307 0.498 0.36
H -1.956269 4.483427 -3.778957 0.386 -0.080 0.257 0.21
H -2.377009 3.978849 -5.386986 -0.068 -0.213 0.119 0.40
H -3.513746 1.269562 -5.565605 0.001 -0.030 0.027 0.23
H -3.415298 -0.056744 -6.758744 -0.096 0.077 -0.161 0.40
H -2.881265 1.628905 -7.185649 -0.049 -0.152 -0.197 0.36
O -0.617941 -4.057876 -5.469871 -0.148 0.206 -0.695 -0.71
S -0.691163 -4.085837 -4.054741 0.867 -0.230 1.286 0.98
O -1.718842 -3.421884 -3.321027 -0.596 -0.271 -0.126 -0.43
O -0.712230 -5.608345 -3.590384 0.061 0.560 0.149 -0.23
C 0.398770 -6.423253 -4.023229 -0.456 -1.414 -0.190 -0.57
C 1.061546 -7.069315 -2.832480 0.498 0.036 0.598 -0.32
C 0.833495 -3.502744 -3.363451 -0.237 0.372 -0.189 -0.72
H 1.126109 -5.923122 -4.661301 -0.208 0.459 0.146 0.44
H -0.065945 -7.191195 -4.648441 0.147 0.045 -0.066 0.42
H 1.913896 -7.677049 -3.146536 0.035 0.183 -0.147 0.48
H 0.447261 -7.745765 -2.236773 -0.410 0.152 -0.246 -0.06
H 1.427821 -6.319430 -2.124295 0.079 0.005 -0.124 -0.16
H 0.666316 -2.424793 -3.333385 0.386 0.067 -0.285 0.37
H 1.654737 -3.800166 -4.006729 0.173 0.239 0.066 0.60
H 0.975134 -3.816954 -2.333647 -0.169 -0.330 0.009 -0.13
O -0.700059 2.143754 2.484407 0.293 -0.349 -0.892 -0.08
S 0.180905 1.887387 3.576587 -0.673 1.737 1.555 0.69
O 0.198661 0.629518 4.242434 0.323 -0.685 -0.394 -0.63
O 1.637311 2.359428 3.173293 -0.159 -0.195 -0.361 0.32
C 2.751871 1.783466 3.887070 1.031 -1.235 0.128 -0.13
C 4.012569 2.030091 3.085947 -0.297 0.795 0.024 -0.88
C -0.222226 3.108867 4.811480 0.603 -0.159 -0.061 -1.22
H 2.602437 0.705289 3.960546 -0.212 0.078 0.095 0.15
H 2.866509 2.158331 4.907200 -0.457 0.292 -0.081 0.25
H 3.805800 1.794731 2.042799 0.300 -0.001 -0.066 -0.18
H 4.861064 1.458469 3.454307 -0.190 -0.314 0.042 0.44
H 4.308121 3.077900 3.179314 -0.048 0.030 -0.313 0.40
H -0.913108 2.626125 5.495255 -0.196 0.252 0.035 0.43
H -0.608976 4.005257 4.338399 -0.280 -0.108 -0.051 0.10
H 0.701080 3.382174 5.320839 -0.059 -0.172 0.205 0.46
O 5.545360 3.082388 0.055031 -0.353 0.229 0.484 -0.61
S 5.415578 3.448549 -1.313506 0.062 0.342 -0.292 1.51
O 6.310936 2.858571 -2.252322 -0.205 -0.103 -0.443 -0.69
O 3.885846 3.187104 -1.700802 0.553 -0.448 0.070 -0.22
C 3.579703 3.090918 -3.096349 -0.105 0.118 -1.429 -1.04
C 2.080460 3.042603 -3.274153 -0.060 0.085 0.377 -0.22
C 5.427872 5.210435 -1.527034 0.270 -0.233 0.377 -0.91
H 4.017832 2.224411 -3.601407 0.075 -0.381 0.790 0.40
H 4.049233 3.894175 -3.676360 -0.277 0.430 0.416 0.53
H 1.880352 2.887657 -4.333975 -0.197 -0.118 0.052 0.59
H 1.537299 3.927853 -2.932986 0.349 0.115 -0.151 -0.10
H 1.678114 2.221698 -2.674894 0.022 -0.214 -0.269 -0.27
H 5.295375 5.440447 -2.579331 -0.089 0.008 -0.017 0.37
H 6.379778 5.600089 -1.174533 0.055 -0.077 -0.017 0.50
H 4.619192 5.594096 -0.916924 0.000 0.171 -0.030 0.11
O -1.038637 -8.479711 -0.051193 0.218 0.015 0.086 -0.65
S -2.382185 -8.429333 -0.549853 0.061 0.349 -0.519 1.23
O -3.443221 -8.843191 0.299784 -0.333 -0.277 0.214 -0.64
O -2.684393 -6.969294 -1.096890 0.558 -0.491 0.245 -0.23
C -2.216156 -5.882780 -0.282084 -0.001 2.080 0.079 1.11
C -3.280396 -5.351322 0.670083 -0.538 -0.540 -0.223 -1.16
C -2.432331 -9.285877 -2.088911 -0.347 0.181 -0.080 -0.88
H -1.996781 -5.071111 -0.976063 -0.136 -0.176 -0.360 -0.25
H -1.244233 -5.991429 0.202322 -0.198 -1.033 0.042 -0.45
H -4.009208 -4.764937 0.106205 0.170 0.223 0.091 0.27
H -2.821051 -4.751673 1.449368 -0.001 0.180 -0.003 0.24
H -3.881524 -6.137664 1.133109 0.375 -0.160 0.123 0.40
H -2.420575 -10.347487 -1.859028 0.157 -0.030 -0.038 0.39
H -1.589842 -8.962243 -2.691758 0.148 -0.135 0.083 0.19
H -3.349970 -9.030823 -2.614697 -0.092 -0.006 0.148 0.34
O 3.143984 -1.452650 5.454503 0.011 0.481 0.030 -0.64
S 4.008762 -2.282316 4.689445 0.182 -0.485 -0.458 1.17
O 3.489118 -3.482852 4.112722 0.015 -0.333 0.059 -0.55
O 4.597461 -1.407730 3.502162 -0.157 0.274 0.330 -0.13
C 5.270475 -2.115275 2.432935 0.971 -0.260 -0.216 0.68
C 6.435628 -1.280322 1.916685 -0.745 -0.603 -0.223 -1.25
C 5.467852 -2.623142 5.639173 -0.256 -0.117 0.142 -1.10
H 4.555283 -2.383477 1.658120 -0.138 0.180 0.051 -0.82
H 5.717274 -3.043905 2.800228 -0.401 -0.074 0.179 0.72
H 7.250568 -1.300643 2.636531 -0.009 0.413 0.062 0.46
H 6.096613 -0.283973 1.642285 0.284 0.132 0.101 0.08
H 6.777482 -1.795856 1.016481 0.100 0.208 -0.064 0.30
H 5.293086 -3.508123 6.247179 -0.193 0.036 0.016 0.40
H 5.603027 -1.754317 6.276390 0.274 0.013 -0.043 0.35
H 6.315952 -2.822880 4.991016 0.012 0.163 -0.077 0.34
O -3.519998 7.979399 1.077534 0.194 0.014 0.085 -0.63
S -4.087899 7.000341 1.950964 0.298 -0.238 0.771 1.19
O -5.499217 6.933631 2.110851 -0.256 -0.217 -0.112 -0.60
O -3.597783 5.551273 1.527055 -0.372 0.224 -0.446 -0.16
C -2.256495 5.390701 1.041105 1.159 -0.520 0.218 -0.04
C -2.243869 4.494166 -0.167029 -0.029 -0.119 -0.365 -0.31
C -3.308275 7.050992 3.553628 -0.082 1.119 -0.373 -0.77
H -1.663949 4.938663 1.846258 -0.215 -0.102 0.064 -0.10
H -1.739818 6.328376 0.824435 -0.646 0.283 -0.050 0.43
H -2.355837 3.444267 0.090014 -0.154 -0.095 0.123 -0.12
H -1.292519 4.600522 -0.692170 -0.121 -0.011 0.059 -0.35
H -3.044735 4.770328 -0.852582 0.013 0.037 -0.039 0.49
H -3.408435 6.115063 4.095203 0.101 -0.162 -0.190 0.12
H -3.765015 7.858734 4.125851 -0.093 -0.012 -0.065 0.42
H -2.290983 7.367591 3.324743 0.181 -0.374 0.322 0.35
O 1.972630 7.065733 -2.857855 0.379 -0.349 0.076 -0.67
S 0.660403 6.758897 -2.388098 -0.589 1.076 0.907 1.23
O -0.372840 6.420077 -3.301043 -0.099 -0.417 -0.173 -0.62
O 0.677753 5.615905 -1.284406 0.262 -0.093 -0.450 0.29
C 1.710259 5.629903 -0.254204 0.229 0.028 -0.592 -0.84
C 1.644582 4.261951 0.383481 -0.706 0.552 0.214 0.53
C 0.084259 8.109014 -1.385186 0.534 0.083 0.038 -0.85
H 1.486230 6.470205 0.406573 0.008 -0.232 0.281 0.50
H 2.662958 5.842005 -0.737430 -0.038 -0.094 -0.059 0.09
H 1.655363 3.487746 -0.377811 0.241 -0.010 -0.035 -0.56
H 0.669300 4.216558 0.874332 0.158 -0.343 0.247 -0.45
H 2.438588 4.106468 1.109291 0.024 -0.027 0.002 0.50
H 0.903605 8.451832 -0.753945 0.044 -0.069 -0.023 0.36
H -0.732128 7.765606 -0.755456 -0.223 0.096 -0.244 0.06
H -0.183761 8.927164 -2.047670 -0.234 -0.068 -0.022 0.46
O -5.947438 3.134340 6.154825 -0.333 -0.308 0.396 -0.68
S -5.118963 3.463472 5.056811 0.915 0.012 -0.936 1.25
O -3.804828 4.008024 5.273974 0.038 0.159 0.064 -0.64
O -4.932623 2.136083 4.172655 -0.149 0.910 0.225 -0.48
C -3.865499 2.176398 3.194309 0.323 -0.720 -0.805 0.80
C -4.078266 1.042506 2.204609 -0.304 -0.015 0.469 -0.99
C -6.000387 4.535038 3.966572 -1.043 -0.690 -0.138 -0.81
H -2.892475 2.070748 3.658538 -0.107 -0.094 0.500 -0.09
H -3.799028 3.100333 2.615652 -0.486 0.324 0.340 -0.14
H -4.310744 0.097416 2.699295 0.297 0.032 0.177 0.47
H -3.147700 0.938496 1.648420 -0.185 -0.094 -0.293 -0.08
H -4.938510 1.229270 1.560356 0.249 0.202 -0.221 0.38
H -6.033636 5.556333 4.328398 0.344 0.016 0.050 0.33
H -7.023570 4.152576 3.969926 0.006 0.040 0.090 0.42
H -5.667066 4.449059 2.938533 0.457 0.219 0.059 0.19
O -3.653167 1.193597 -1.986061 -0.157 0.646 0.512 -0.77
S -4.254263 -0.078902 -1.760068 -0.313 -1.507 -1.888 1.25
O -3.992527 -0.837949 -0.579658 0.023 0.163 0.471 -0.39
O -5.824545 0.058114 -2.001031 -0.005 0.725 0.342 -0.35
C -6.705801 -0.893020 -1.389822 -0.465 -0.705 1.153 -0.24
C -7.023294 -0.531915 0.059765 0.407 0.126 -0.435 -0.87
C -3.862471 -1.039262 -3.213708 0.090 0.571 1.202 -0.50
H -6.270378 -1.896498 -1.383741 0.150 0.098 -0.322 0.19
H -7.631282 -0.928383 -1.959769 0.223 0.249 -0.396 0.43
H -7.423508 0.480546 0.103529 -0.050 -0.016 0.144 0.28
H -6.097601 -0.597580 0.627397 -0.111 0.107 0.180 0.08
H -7.737285 -1.238432 0.480316 -0.081 0.019 -0.064 0.42
H -4.516471 -1.896631 -3.324852 0.018 -0.074 0.093 0.52
H -2.830117 -1.318407 -3.032724 0.075 -0.223 -0.566 -0.13
H -3.981466 -0.304236 -3.998655 0.142 -0.266 -0.341 0.08
C 1.470351 -6.517638 1.761658 0.128 -0.488 -0.555 -0.12
O 1.593960 -7.687366 0.948504 -0.142 0.116 -0.011 -0.59
H 0.419064 -6.222124 1.790267 0.099 0.300 0.233 0.03
H 1.828344 -6.741659 2.766700 -0.064 0.048 0.034 0.37
H 2.089829 -5.734731 1.319893 -0.165 0.246 0.221 -0.02
H 0.762512 -7.780025 0.464471 0.156 -0.261 0.119 0.38
C -0.540605 -3.766119 4.429271 -0.423 0.159 -0.362 -0.19
O -1.512052 -4.485316 5.184100 0.379 0.010 -0.072 -0.59
H -0.894813 -2.737053 4.359698 0.068 0.013 0.166 0.14
H 0.459765 -3.768554 4.872290 -0.067 -0.092 0.075 0.27
H -0.495799 -4.138136 3.397410 0.146 -0.064 0.083 0.05
H -1.261212 -5.413100 5.152574 -0.093 -0.021 0.084 0.32